Record 1
{"formula": "C27H56N7O8S", "method": "ωB97M-V/def2-TZVPD", "e_tot_ev": -66537.9255, "max_force_ev_per_a": 3.58, "charge": 1, "relative_energy_kcal_mol": 0.00, "lumo_energy_ev": -3.95, "gap_ev": 6.63, "elements": ["H", "H", "C", "H", "C", "H", "C", "N", "H", "H", "C", "H", "H", "O", "N", "H", "H", "H", "H", "H", "H", "H", "C", "H", "C", "N", "O", "O", "H", "H", "C", "H", "C", "H", "H", "C", "H", "H", "H", "H", "H", "H", "C", "H", "C", "H", "C", "C", "O", "C", "H", "C", "C", "H", "S", "H", "H", "O", "H", "C", "C", "O", "H", "H", "C", "H", "H", "C", "H", "H", "C", "C", "C", "H", "H", "C", "C", "H", "H", "H", "H", "H", "N", "H", "N", "H", "O", "H", "H", "N", "C", "C", "H", "N", "H", "O", "H", "H", "H"], "xyz": [[1.876, -6.782, -5.578], [0.385, 0.057, 2.889], [-1.033, -0.168, 4.476], [-2.091, 0.115, 4.579], [3.548, 2.209, 3.685], [6.269, 3.944, 3.172], [5.497, 4.708, 3.062], [2.323, -4.396, -4.562], [-0.307, -0.560, 0.708], [0.024, 1.585, 3.685], [0.631, -5.382, -7.710], [-0.206, -3.419, -5.249], [4.250, 4.100, 6.242], [1.080, 3.101, -0.526], [-1.420, -0.996, -2.382], [-2.008, 0.658, 6.644], [-0.881, -4.986, -5.674], [0.220, 1.732, 1.489], [-3.032, -1.488, -3.635], [-1.417, 3.471, -1.690], [2.939, 5.286, 3.777], [-4.227, 3.250, -0.154], [-0.781, 1.434, 1.152], [1.139, -2.105, -2.212], [0.940, -1.297, -2.924], [2.122, -0.718, -3.506], [-1.435, 0.926, 2.317], [2.724, 0.894, 1.137], [5.336, 3.091, 5.303], [5.565, 5.600, 4.988], [-2.385, -0.625, -3.438], [-0.201, 0.458, -3.235], [-3.023, 0.890, -0.634], [3.291, 6.171, 5.063], [4.532, 1.735, 3.730], [0.291, 0.480, -1.065], [-1.009, -1.223, 4.155], [5.969, 5.603, 2.653], [2.810, -0.444, -2.821], [-6.060, -1.140, 0.007], [-3.857, 0.594, 1.495], [2.201, -3.410, -4.342], [-0.714, 0.280, 0.121], [-3.754, 0.566, -1.383], [4.841, 5.026, 4.402], [1.897, 0.030, -4.145], [4.483, 3.777, 5.224], [0.060, -4.422, -5.601], [3.329, 3.086, 4.774], [-0.746, 3.020, -2.429], [-2.613, 1.878, -0.839], [-3.091, -2.691, 0.420], [-1.974, -1.207, -1.126], [3.428, 2.740, 2.739], [0.636, 2.221, -1.576], [-5.006, 2.950, 1.584], [1.541, -5.963, -7.553], [1.679, 2.119, -2.566], [2.786, 1.429, 3.724], [-0.910, 0.694, 6.679], [-4.449, 2.629, 0.711], [0.622, -4.231, -6.881], [4.778, 4.364, 2.318], [-1.817, -0.477, -4.366], [-5.439, -1.770, 0.652], [-0.622, 0.208, 7.622], [0.555, -4.901, -3.578], [-0.127, -0.266, -2.413], [-2.836, -3.741, 0.637], [-2.939, 0.303, -3.260], [-4.599, -2.679, 0.106], [1.207, -6.551, -4.750], [1.011, -5.050, -4.565], [-2.824, -2.012, 1.225], [0.566, 2.175, 7.238], [-0.444, 0.660, 3.310], [2.156, 0.364, 0.269], [-0.270, 3.844, -2.974], [1.653, -6.984, -3.854], [-1.253, 2.376, -3.152], [0.629, -5.046, -8.747], [-1.160, 2.708, 7.363], [3.670, 5.877, 4.166], [-1.248, 2.353, 0.778], [-2.082, -0.144, -0.219], [2.658, -4.388, -5.523], [-0.270, -0.046, 5.644], [0.255, -7.055, -4.927], [-5.041, -3.421, -0.568], [1.552, -0.178, -0.666], [-0.421, 2.158, 6.765], [-4.016, 1.160, 0.574], [0.422, -1.792, -3.767], [-2.422, -2.380, -0.855], [-5.524, -1.633, 1.734], [-5.315, 1.519, 0.200], [-0.350, 2.624, 5.776], [-0.250, -6.010, -7.546], [-2.345, -3.079, -1.587]]}

---

Record 2
{"formula": "C27H57NO9PdS3", "method": "ωB97M-V/def2-TZVPD", "spin_multiplicity": 3, "e_tot_ev": -84819.0141, "max_force_ev_per_a": 2.50, "charge": 0, "s_squared": 2.01, "lumo_energy_ev": [0.29, -1.35], "gap_ev": [8.79, 6.98], "elements": ["S", "C", "H", "C", "H", "C", "O", "H", "H", "H", "C", "C", "H", "H", "C", "C", "C", "S", "Pd", "C", "H", "H", "O", "H", "C", "C", "H", "O", "H", "C", "O", "H", "C", "C", "H", "H", "H", "H", "C", "H", "O", "C", "H", "H", "O", "H", "H", "H", "H", "H", "H", "H", "H", "H", "H", "H", "S", "H", "H", "H", "H", "H", "H", "H", "C", "C", "C", "O", "H", "O", "H", "H", "H", "H", "H", "H", "C", "C", "C", "C", "H", "H", "C", "C", "N", "H", "H", "C", "H", "H", "H", "H", "H", "H", "C", "H", "O", "H"], "xyz": [[-4.678, 1.313, 0.735], [-2.366, 2.285, 4.965], [-0.924, -5.886, -0.910], [-1.269, -0.448, 3.271], [0.202, 3.315, -1.821], [-2.983, 1.558, 7.327], [-3.115, -1.753, 2.466], [-2.440, 1.015, 0.194], [-2.206, 3.350, 5.174], [-1.318, -2.485, 3.200], [2.341, 2.194, -1.349], [0.674, -5.607, -2.269], [4.515, 1.156, 1.495], [-3.838, 1.393, 7.977], [3.610, -1.058, 3.636], [-1.026, -1.857, 1.187], [1.205, 1.577, -2.204], [-1.562, -4.232, -2.473], [-4.336, -0.709, 3.828], [-3.572, 1.253, -1.646], [0.674, -4.090, -0.676], [-0.761, 2.383, -2.920], [2.644, -0.253, -2.811], [2.393, 0.694, 2.925], [-0.807, -5.780, -1.991], [-1.729, -1.709, 2.535], [-2.772, 1.357, -2.372], [-4.373, 0.882, 2.082], [1.006, -0.279, -1.123], [-4.245, -0.142, -1.616], [-4.148, 0.666, 5.396], [-1.374, -6.623, -2.384], [3.068, 0.358, 3.716], [0.408, 0.608, -1.327], [-1.636, -1.504, 0.350], [0.894, -5.601, -3.340], [3.070, 1.424, -1.106], [4.422, 1.419, -3.764], [5.029, 0.779, 2.384], [1.907, 2.691, -0.478], [-2.178, -4.359, -3.774], [2.445, 1.426, -4.510], [2.451, 0.336, 4.618], [2.629, -0.602, -5.339], [-2.386, -3.877, -1.343], [2.862, 2.955, -1.932], [0.117, 4.045, -4.414], [-1.401, 1.797, 5.148], [-1.505, -0.554, 4.340], [-1.821, 0.442, 2.967], [-6.139, -0.243, -0.503], [-2.561, 2.516, 7.650], [4.265, 2.283, 3.707], [-2.509, 2.288, 3.885], [0.052, 1.077, -0.416], [2.939, -1.829, 3.261], [4.811, -1.031, 2.219], [0.556, 2.070, -5.353], [-4.809, -1.061, 0.220], [4.327, 2.191, -5.313], [4.885, 0.891, 4.583], [-2.932, 2.740, -0.086], [-4.183, 2.607, 5.838], [2.970, 0.819, -6.485], [3.807, 2.100, -4.362], [-3.195, 1.695, -0.218], [0.856, 3.505, -3.815], [5.968, -1.801, 2.627], [2.039, -3.935, -1.878], [-5.579, 2.402, 0.449], [1.899, 3.140, -5.694], [-0.268, -2.401, -1.902], [0.027, -1.576, 1.187], [2.025, -0.969, -2.990], [6.059, 1.120, 2.287], [3.715, 3.063, -3.867], [2.385, 0.406, -5.664], [0.030, -3.293, -2.461], [-5.072, -0.140, -0.304], [1.423, 2.557, -4.900], [1.368, 0.374, -6.061], [-2.179, 0.828, 7.359], [4.356, 1.198, 3.676], [1.008, -4.229, -1.705], [1.851, 0.843, -3.312], [-0.180, -0.359, 3.339], [0.353, -2.921, -3.433], [-3.455, 1.786, 5.892], [-3.487, -0.917, -1.524], [4.131, -1.305, 4.556], [-4.374, 1.969, -1.857], [1.569, 4.272, -3.510], [-0.954, -2.919, 0.909], [1.295, -6.405, -1.859], [0.267, 2.681, -2.717], [-4.810, -0.175, -2.542], [4.031, -1.391, 1.045], [-0.379, 0.221, -1.987]]}

---

Record 3
{"formula": "C27H58BF4N3O", "method": "ωB97M-V/def2-TZVPD", "spin_multiplicity": 2, "e_tot_ev": -46998.7702, "max_force_ev_per_a": 4.94, "charge": 1, "s_squared": 0.75, "lumo_energy_ev": [-2.38, -2.38], "gap_ev": [6.76, 7.89], "elements": ["C", "H", "C", "C", "C", "H", "H", "H", "H", "H", "H", "H", "H", "O", "H", "C", "H", "H", "H", "C", "C", "H", "B", "H", "C", "H", "H", "H", "H", "C", "H", "H", "C", "F", "H", "H", "C", "C", "H", "H", "N", "C", "C", "H", "H", "H", "H", "H", "C", "C", "C", "H", "H", "H", "H", "C", "C", "H", "N", "H", "C", "H", "H", "H", "H", "H", "C", "H", "H", "H", "C", "H", "H", "C", "C", "H", "H", "H", "H", "C", "H", "H", "H", "F", "H", "H", "F", "C", "C", "F", "H", "H", "N", "H"], "xyz": [[0.063, -3.951, 1.236], [2.366, 2.941, 5.777], [-0.554, 0.299, -3.872], [-1.229, -6.030, -0.817], [3.141, 2.480, 1.015], [-2.178, -6.427, -1.178], [-2.565, 5.165, -1.675], [0.900, 2.229, 6.378], [-3.389, 1.914, -4.386], [0.248, 0.483, -6.065], [-1.074, -5.302, -3.444], [-0.486, -3.142, -2.528], [-0.579, -3.744, 3.245], [2.678, 0.434, 3.170], [-1.750, 1.196, -6.757], [1.603, -3.774, 3.438], [1.450, -4.725, 3.948], [2.242, -3.955, 2.574], [-2.858, -4.621, -2.409], [-0.182, -4.044, -1.997], [-1.722, 4.790, -1.095], [-1.326, 5.645, -0.547], [0.871, -0.382, -0.077], [0.132, 4.983, -2.263], [0.265, -3.299, 2.716], [0.266, -5.021, 1.277], [0.455, 1.843, -5.097], [0.218, 5.161, 3.246], [-1.583, 2.632, -5.704], [1.074, 1.830, 4.332], [4.593, 4.149, 2.709], [0.364, 2.699, -2.976], [-2.756, -0.153, -2.500], [-0.434, -0.747, -0.042], [2.172, 4.987, 1.835], [-0.987, -6.202, 0.232], [2.819, 2.874, 2.439], [0.881, 4.343, 3.529], [3.693, 3.744, 4.156], [0.237, -2.210, 2.684], [-1.890, 0.806, -3.323], [-0.652, 3.078, -2.865], [0.043, 0.576, 4.381], [0.772, -3.957, -1.477], [4.814, 2.591, 3.428], [-0.759, 0.723, 5.104], [-2.665, 2.422, -2.251], [-2.070, -4.279, 1.119], [-1.673, 1.985, -2.360], [1.703, 2.085, 5.655], [-0.201, -6.375, -1.871], [-0.530, -0.789, -3.934], [3.958, 3.007, 0.523], [-2.043, 4.150, -0.274], [-2.777, -2.969, -1.554], [-0.472, 4.173, -1.854], [1.843, 4.080, 2.343], [-0.418, -7.280, -2.439], [2.117, 1.704, 3.217], [2.212, 2.374, 0.454], [-1.607, 1.543, -5.734], [0.866, -3.569, 0.605], [-3.307, -4.424, -0.694], [0.259, 0.501, -3.174], [0.145, 3.829, -1.024], [1.108, 3.824, 1.580], [-1.276, -3.777, 0.566], [0.806, -6.509, -1.477], [-0.545, 3.324, 4.838], [-0.404, 0.565, 3.387], [-0.150, -5.262, -2.866], [-2.760, -1.069, -3.090], [3.592, 1.487, 0.990], [-0.252, 1.030, -5.265], [-2.670, -4.053, -1.498], [2.224, 1.222, 6.072], [-0.930, 3.494, -3.834], [-2.224, -0.269, -1.556], [0.638, -5.332, -3.616], [-2.616, 1.180, -4.610], [-3.656, 0.462, -2.489], [-0.530, 2.904, 3.156], [-1.297, 1.706, -1.376], [0.833, 0.824, -0.871], [0.576, -0.269, 4.818], [2.053, -3.102, 4.169], [1.499, -0.203, 1.137], [0.122, 3.075, 4.012], [4.056, 3.343, 3.210], [1.554, -1.400, -0.771], [1.430, 4.699, 4.400], [-1.696, -2.784, 0.404], [-1.261, -4.443, -0.859], [-2.973, 0.257, -5.067]]}

---

Record 4
{"formula": "C27H58N13O21", "method": "ωB97M-V/def2-TZVPD", "e_tot_ev": -91253.9421, "max_force_ev_per_a": 18.41, "charge": 1, "relative_energy_kcal_mol": 81.45, "lumo_energy_ev": -5.66, "gap_ev": 4.03, "elements": ["H", "H", "C", "H", "O", "H", "N", "H", "C", "O", "O", "H", "C", "H", "H", "C", "H", "O", "H", "H", "C", "H", "H", "H", "O", "H", "H", "H", "N", "C", "C", "N", "O", "H", "H", "N", "C", "H", "C", "H", "N", "H", "O", "O", "N", "C", "H", "H", "C", "O", "C", "H", "H", "N", "C", "C", "O", "O", "H", "H", "N", "H", "H", "C", "H", "H", "H", "O", "C", "C", "N", "H", "N", "C", "H", "H", "H", "O", "H", "H", "H", "C", "N", "O", "H", "H", "H", "H", "H", "H", "H", "O", "H", "H", "H", "C", "H", "H", "H", "O", "O", "C", "C", "H", "H", "C", "N", "C", "C", "O", "C", "O", "H", "O", "O", "H", "H", "N", "C"], "xyz": [[28.161, 21.276, -2.204], [36.277, 19.385, 4.956], [32.030, 18.437, 1.110], [26.906, 19.403, 3.739], [33.572, 24.504, 3.534], [30.264, 17.935, 7.078], [31.377, 20.842, 6.714], [38.024, 25.183, 3.590], [34.517, 19.127, 0.561], [29.934, 20.253, 3.318], [32.759, 17.739, 7.996], [36.502, 24.117, 3.637], [27.758, 20.145, -2.460], [34.749, 16.394, 7.551], [30.645, 16.349, 7.142], [34.994, 20.073, 3.352], [27.654, 20.959, 3.422], [35.879, 26.531, 2.135], [31.919, 20.741, 0.154], [27.602, 20.005, -3.422], [35.824, 19.784, 0.913], [36.061, 15.781, 3.449], [31.849, 12.007, -3.291], [39.704, 22.357, -0.078], [39.520, 23.778, 2.185], [36.462, 25.934, 4.216], [38.524, 21.322, 0.488], [30.746, 16.871, 5.796], [29.510, 24.076, 2.347], [35.746, 16.313, 7.405], [35.278, 19.436, 4.696], [28.718, 19.345, -1.669], [29.890, 23.733, 3.403], [33.474, 26.823, 3.016], [35.392, 15.717, -1.239], [39.562, 18.077, 2.083], [31.157, 14.830, -1.244], [27.943, 20.027, 4.926], [35.576, 15.532, 2.357], [28.788, 22.086, 1.842], [39.433, 22.588, 1.833], [31.567, 14.781, -3.578], [29.189, 18.173, 3.510], [29.174, 18.293, -2.335], [33.640, 19.490, 2.839], [36.236, 16.050, 1.054], [38.237, 23.226, 0.191], [32.113, 18.359, -0.042], [31.424, 14.154, -2.638], [36.299, 24.608, 1.391], [35.369, 15.586, -0.152], [32.905, 26.663, 1.485], [31.898, 11.652, -0.569], [36.380, 25.459, 2.260], [32.618, 20.854, 1.009], [32.773, 26.412, 2.557], [32.673, 19.387, 3.776], [33.206, 17.261, 5.964], [37.099, 16.790, 1.056], [31.075, 15.789, -0.944], [29.068, 19.474, 3.448], [31.628, 26.549, 2.768], [30.916, 21.704, 5.163], [27.773, 20.088, 3.870], [36.472, 18.666, 2.741], [29.937, 22.823, 0.796], [26.796, 20.158, -2.006], [39.258, 18.353, 0.915], [33.243, 19.507, 1.390], [30.904, 17.025, 6.702], [32.984, 25.009, 2.642], [40.812, 17.699, 3.740], [32.335, 17.500, 6.871], [36.159, 19.572, 2.393], [35.665, 22.047, 4.023], [33.768, 14.289, -0.210], [33.816, 21.976, 4.014], [30.377, 20.079, 6.865], [34.335, 19.178, -0.633], [37.095, 20.057, 2.583], [34.826, 22.141, 2.441], [34.901, 21.595, 3.396], [36.108, 17.489, 8.194], [32.431, 24.293, 1.746], [35.341, 18.366, 4.724], [41.531, 18.114, 1.835], [31.197, 13.986, 0.606], [35.905, 20.651, 0.743], [33.496, 13.991, 2.038], [34.687, 19.734, 5.498], [33.463, 21.684, 0.694], [36.137, 18.563, 7.585], [30.015, 22.403, 6.535], [36.303, 15.462, 7.665], [31.935, 22.773, 6.117], [31.816, 12.753, -2.503], [32.417, 17.524, 1.474], [31.998, 21.172, 1.867], [31.275, 18.867, 1.420], [29.425, 25.246, 1.896], [39.322, 21.696, 2.639], [40.833, 18.379, 2.705], [38.819, 22.322, 0.537], [41.022, 19.436, 2.801], [34.775, 18.056, 0.522], [29.073, 22.988, 1.355], [31.358, 13.794, -0.367], [30.995, 22.144, 6.201], [31.689, 12.560, -1.063], [32.502, 20.576, 6.836], [36.956, 25.202, 3.538], [36.280, 17.374, 9.399], [35.436, 16.564, 6.297], [29.274, 19.676, -0.662], [38.630, 17.604, 2.842], [28.293, 23.575, 0.737], [36.745, 19.286, 0.382], [34.367, 14.804, 0.456], [34.378, 14.699, 1.728]]}